[1]
A structure of composition C6H18N3NaO12S3 at a distorted geometry. Source: OMol25; level of theory: ωB97M-V with the def2-TZVPD basis set.

```
43
Properties=species:S:1:pos:R:3:lowdin_charge:R:1
Na 0.5431 -0.2499 0.4291 0.3577
N 3.2146 0.8011 -2.2119 -0.6073
O 2.2002 0.7129 -1.4288 -0.1143
O 4.0812 -0.0859 -2.1436 -0.0331
O 3.2966 1.7681 -3.0051 -0.1031
N 3.4289 -1.8516 1.4288 -0.5917
O 3.1647 -2.7952 2.2024 -0.0596
O 2.7231 -0.7885 1.4932 -0.1250
O 4.3848 -1.9144 0.6299 -0.0514
N -0.6424 -3.6174 1.9760 -0.6292
O -1.6546 -4.0388 2.5557 -0.0973
O -0.6142 -2.4838 1.4204 -0.0907
O 0.3819 -4.3387 1.8978 -0.0616
C -1.3861 2.7804 -1.3090 -0.2405
S -2.3182 1.2513 -1.0330 0.8427
O -1.3701 0.1328 -0.7666 -0.5447
C -3.1753 1.6669 0.5265 -0.2552
H -1.9695 3.6852 -1.4499 0.0503
H -0.5047 2.6550 -1.9382 0.0579
H -0.8596 2.8742 -0.3474 0.0478
H -2.8579 2.5728 1.0442 0.0456
H -3.0165 0.8717 1.2573 0.0474
H -4.2548 1.6672 0.3708 0.0349
C 1.3116 0.4998 3.9058 -0.2313
S -0.2672 1.3815 3.6299 0.8581
O -0.4959 1.0423 2.1711 -0.5755
C -1.4333 0.3327 4.5631 -0.2443
H 2.1516 1.0323 3.4727 0.0542
H 1.1583 -0.5004 3.4986 0.0591
H 1.4735 0.3893 4.9829 0.0460
H -1.5405 -0.6305 4.0563 0.0652
H -2.3597 0.8902 4.4469 0.0334
H -1.0639 0.0708 5.5528 0.0486
C 0.3264 0.4032 -5.0891 -0.2311
S -1.0698 -0.2319 -4.0980 0.7963
O -2.0988 -0.8739 -5.0094 -0.5927
C -0.2741 -1.4521 -3.0850 -0.2624
H 1.2646 -0.0468 -4.7657 0.0509
H 0.3195 1.4810 -4.9579 0.0366
H 0.1840 0.1326 -6.1350 0.0433
H -1.0309 -2.0062 -2.5340 0.0609
H 0.4851 -0.9672 -2.4767 0.0419
H 0.1642 -2.2224 -3.7277 0.0634
```

The LUMO energy is 3.509 eV. The total energy comes out at -72466.577 eV. The total charge is -2. For the gap between HOMO and LUMO, the calculation gives 0.2056 Ha.

[2]
A cluster of 2 separate species, C6H18N3O in total at a distorted geometry. Source: OMol25; level of theory: ωB97M-V with the def2-TZVPD basis set.

```
28
Properties=species:S:1:pos:R:3:lowdin_charge:R:1
C 2.9654 1.0732 -0.0218 -0.0553
C 2.6048 -1.6515 -0.2963 -0.0335
C -4.0635 0.4534 0.0419 -0.0563
C 2.2558 -0.2494 0.2800 -0.3663
C -0.0490 0.9368 0.4397 -0.2096
C -2.1346 -0.8644 0.4443 -0.1406
N -0.6176 1.9643 -0.3442 0.0116
N -1.1588 -1.6587 -0.1135 0.0448
N 0.8702 0.0074 -0.2890 -0.0104
O -2.9017 -0.1677 -0.4831 -0.1250
H 3.7549 1.2012 0.8341 0.1263
H 3.3572 0.8980 -1.0422 0.0930
H 2.3076 1.9709 0.0693 0.0838
H 2.4385 -1.6373 -1.3097 0.0440
H 2.2371 -2.5398 0.1982 0.0781
H 3.7672 -1.7145 -0.1792 0.1301
H -4.5768 0.8269 -0.8180 0.0869
H -3.7836 1.3799 0.4540 0.0738
H -4.7183 -0.3794 0.5530 0.1527
H 2.3451 -0.2120 1.4146 0.1557
H 0.3166 1.3794 1.4217 0.1279
H -2.1617 -1.0295 1.5285 0.1512
H -0.3332 2.8919 0.0045 0.0933
H -1.6010 2.0531 -0.4108 0.0383
H -1.2789 -1.7991 -1.1130 0.1394
H -0.9885 -2.5008 0.4010 0.1251
H 0.9084 0.2855 -1.2183 0.1235
H 0.2384 -0.9178 -0.4457 0.1174
```

The LUMO energy (alpha / beta) is -3.426 / -2.807 eV. The total energy comes out at -13020.362 eV. The total charge is +1. For the gap between HOMO and LUMO (alpha / beta), the calculation gives 0.2626 / 0.3186 Ha.

[3]
A structure of composition C6H18N3OPS at a distorted geometry. Source: OMol25; level of theory: ωB97M-V with the def2-TZVPD basis set.

```
30
Properties=species:S:1:pos:R:3:lowdin_charge:R:1
C 1.2064 -2.1123 -1.8273 -0.1231
C 2.1007 -0.9043 1.6772 -0.0668
C -0.1367 3.6563 -0.3860 -0.0795
C 0.3753 -2.4717 -0.6025 -0.3004
C 0.5513 -1.0991 1.5184 -0.3018
C 0.3106 2.3825 -1.2447 -0.3751
N -4.1423 0.0738 -0.0103 -0.2700
N -5.0519 -0.0387 0.8653 0.0033
N -0.0371 -1.2773 0.1759 -0.3736
O 0.3720 1.2465 -0.4736 -0.4502
P -0.8268 0.0751 -0.6723 0.6808
S -2.1944 0.7626 0.8992 0.3460
H 1.2249 -2.9867 -2.4664 0.0562
H 0.5636 -1.3788 -2.4709 0.0726
H 2.2021 -1.7364 -1.5150 0.0767
H 2.4783 -1.5504 0.9394 0.0316
H 2.3622 0.0882 1.4089 0.0539
H 2.3365 -1.1966 2.6849 0.0671
H -1.1959 3.8365 -0.1164 0.0520
H 0.2570 3.4755 0.7084 0.1004
H 0.4706 4.4605 -0.7576 0.0424
H -0.5200 -2.8661 -1.0299 0.0840
H 0.9523 -3.0370 0.1487 0.1172
H 0.2990 -1.9554 2.2368 0.1269
H 0.1121 -0.1773 1.8670 0.0334
H 1.2836 2.5241 -1.6719 0.0974
H -0.3165 2.2641 -2.1360 0.0885
H -3.9367 0.7930 -0.7641 0.1290
H -3.7196 -0.7627 -0.1477 0.0288
H -5.4729 0.8691 1.0482 0.0523
```

The LUMO energy (alpha / beta) is -0.467 / -0.307 eV. The total energy comes out at -33151.908 eV. For the gap between HOMO and LUMO (alpha / beta), the calculation gives 0.2773 / 0.2819 Ha.

[4]
A cluster of 2 separate species, C6H18N4 in total at a distorted geometry. Source: OMol25; level of theory: ωB97M-V with the def2-TZVPD basis set.

```
28
Properties=species:S:1:pos:R:3:lowdin_charge:R:1
C -0.8989 0.4915 -1.1417 -0.2130
C 0.1717 0.9300 1.9453 -0.1046
C 2.1281 0.3493 0.6039 -0.1111
C -0.5356 1.9464 -0.9909 -0.1044
C -0.2637 -0.1653 -2.3351 -0.1098
N 0.6948 0.1586 0.8095 -0.2459
H -1.9815 0.4023 -1.1474 0.0887
H 0.4372 1.9823 1.8268 0.0767
H 0.5856 0.5599 2.8917 0.0787
H -0.9137 0.8429 1.9725 0.0686
H 2.7175 -0.1702 1.3716 0.0795
H 2.3634 1.4154 0.6570 0.0804
H 2.4161 -0.0186 -0.3804 0.0661
H -0.9442 2.5005 -1.8468 0.0851
H -0.9764 2.3955 -0.1002 0.0688
H 0.5426 2.1215 -1.0152 0.0705
H -0.4383 0.4338 -3.2391 0.0818
H 0.8176 -0.2657 -2.2007 0.0654
H -0.6723 -1.1631 -2.4901 0.0652
N -2.3169 -1.0176 0.8793 -0.0162
N 0.9239 -2.1971 0.0315 0.0718
C 0.0857 -1.2541 0.7167 -0.4548
N -1.1671 -1.1586 0.0453 -0.0874
H -3.1048 -1.4154 0.3739 0.0684
H -2.2048 -1.5441 1.7487 0.0732
H 1.9254 -2.1333 0.1515 0.0641
H 0.6237 -2.4430 -0.9013 0.0649
H -0.0152 -1.5835 1.7637 0.1291
```

The LUMO energy (alpha / beta) is 1.001 / 1.001 eV. The total energy comes out at -12470.169 eV. For the gap between HOMO and LUMO (alpha / beta), the calculation gives 0.2967 / 0.2967 Ha.

[5]
A cluster of 2 separate species, C6H18N4O in total at a distorted geometry. Source: OMol25; level of theory: ωB97M-V with the def2-TZVPD basis set.

```
29
Properties=species:S:1:pos:R:3:lowdin_charge:R:1
C -0.4961 0.6779 -0.5588 -0.1045
C 0.7286 0.0855 -0.6887 -0.1862
C -3.5334 -1.0674 1.1587 -0.0504
C -2.3179 -0.0952 1.0169 -0.2495
C -1.6772 -0.2332 -0.2811 -0.3937
C 3.2742 -0.5737 0.7236 -0.2627
N 1.9954 2.0113 -0.3302 0.1644
N 1.9665 0.6434 -0.6345 -0.1352
N -2.6976 0.1848 -1.2966 0.2120
N 3.4797 -1.6160 -0.0146 0.2167
O 4.0998 0.4160 0.7700 0.1661
H -0.5199 1.7630 -0.3669 0.1019
H 0.7678 -0.9583 -0.8790 0.1091
H -3.4869 -1.4103 2.2141 0.0952
H -4.4537 -0.6033 0.8123 0.0804
H -3.1335 -1.9947 0.5799 0.1113
H -1.4702 -0.0544 1.8218 0.1635
H -2.6311 0.9564 1.1001 0.1213
H -1.3096 -1.2504 -0.4633 0.1513
H 2.4102 -0.6529 1.4906 0.2056
H 2.3188 1.9997 0.6077 0.1455
H 0.9030 2.1967 -0.4831 0.1700
H -3.3336 0.8544 -0.9106 0.1519
H -3.1597 -0.6670 -1.7802 0.2223
H -2.1190 0.6521 -2.0448 0.1810
H 2.8555 -2.3721 0.0445 0.1239
H 4.2680 -1.5813 -0.7326 0.2014
H 2.4937 2.4912 -1.0890 0.1895
H 4.7785 0.1978 0.2138 0.0978
```

The LUMO energy is -5.951 eV. The total energy comes out at -14502.063 eV. The total charge is +2. For the gap between HOMO and LUMO, the calculation gives 0.3333 Ha.

[6]
A cluster of 3 separate species, C6H18N5 in total. Source: OMol25; level of theory: ωB97M-V with the def2-TZVPD basis set.

```
29
Properties=species:S:1:pos:R:3:lowdin_charge:R:1
C -4.8794 1.1776 -0.3621 0.0118
C -3.9830 0.7651 0.4670 -0.2640
C 1.1835 -2.6316 1.1020 -0.0207
C 0.2295 -0.8373 -2.4192 -0.0883
C -0.4087 -1.1730 -0.0957 -0.1783
C 1.6870 -0.2962 0.7938 -0.1363
N -3.0344 0.3409 1.1079 0.1224
N 3.2040 2.9601 0.7208 0.0366
N 1.4992 0.9157 0.3634 0.1662
N 0.8839 -1.3140 0.5886 -0.1219
N -0.3096 -0.2517 -1.2010 -0.1358
H -4.9422 2.2107 -0.6494 0.0626
H -5.6151 0.5059 -0.7627 0.0634
H 0.3789 -2.9670 1.7581 0.1042
H 1.2793 -3.3428 0.2797 0.1026
H 2.1141 -2.6202 1.6633 0.0959
H -0.4152 -1.6185 -2.8373 0.0883
H 0.3548 -0.0517 -3.1618 0.0874
H 1.2072 -1.2684 -2.2036 0.0837
H -0.7099 -2.1844 -0.4079 0.1364
H -1.1530 -0.7856 0.6126 0.1012
H 2.5798 -0.4962 1.3787 0.1562
H -3.0987 0.2942 2.1200 0.0840
H 2.7758 3.6718 1.3023 0.0625
H 3.4039 3.3821 -0.1799 0.0629
H 4.0910 2.7138 1.1454 0.0598
H 0.7029 1.0332 -0.2702 0.0985
H 2.1913 1.7019 0.5301 0.0367
H -1.2171 0.1655 -1.3831 0.1221
```

The LUMO energy is -2.246 eV. The total energy comes out at -13957.807 eV. The total charge is +1. For the gap between HOMO and LUMO, the calculation gives 0.3542 Ha.

[7]
A structure of composition C6H18N5NiO7P2 at a distorted geometry. Source: OMol25; level of theory: ωB97M-V with the def2-TZVPD basis set.

```
39
Properties=species:S:1:pos:R:3:lowdin_charge:R:1
Ni 0.9756 -0.4430 0.7191 0.6838
C 0.8898 -3.2859 1.8370 -0.0433
C -0.1318 -3.3860 0.7237 -0.6076
O -0.6691 -4.6698 0.6619 -0.0132
P 0.6035 -2.9006 -0.9026 0.4988
O 1.5240 -4.1016 -1.3362 -0.0547
O -0.5417 -2.8457 -1.9724 -0.0901
O 1.3921 -1.6325 -0.8017 -0.2929
P -1.5421 -2.1638 0.8355 0.3405
O -2.1092 -2.3633 2.3264 -0.1041
O -2.5018 -2.5848 -0.2180 -0.2724
O -0.9998 -0.7551 0.7731 -0.3143
H 1.5585 -4.1460 1.8001 0.1074
H 0.3800 -3.2857 2.8006 0.0916
H 1.4937 -2.3674 1.7156 0.0492
H -1.4818 -4.6590 0.1325 0.1049
H 1.5271 -4.3035 -2.2734 0.1059
H -1.4305 -2.6522 -1.5844 0.0559
H -2.8749 -2.9402 2.3496 0.0888
C -0.0898 2.3871 5.2184 -0.0267
N 0.2179 1.1648 4.5069 -0.1365
C 0.3222 -0.0682 5.2678 -0.0219
C 0.5509 1.1522 3.2009 -0.3779
N 1.1073 0.1242 2.6350 0.0946
N 0.3025 2.3018 2.4733 0.1788
C 0.3015 2.4374 1.1007 -0.4545
N -0.1997 3.6130 0.6633 0.1830
N 0.7998 1.5403 0.3181 0.0938
H -0.4048 2.1478 6.2303 0.0975
H -0.9121 2.9273 4.7462 0.0933
H 0.7899 3.0301 5.2897 0.1068
H -0.2003 0.0556 6.2110 0.0968
H 1.3615 -0.3335 5.4766 0.1064
H -0.1625 -0.8850 4.7288 0.0961
H 1.2654 -0.6472 3.2803 0.0606
H -0.0504 3.0950 2.9889 0.1285
H -0.7013 4.2398 1.2707 0.1176
H -0.3080 3.7749 -0.3248 0.1250
H 0.7347 1.7662 -0.6758 0.1045
```

The LUMO energy (alpha / beta) is -2.502 / -3.231 eV. As for the multiplicity: 3. The total energy comes out at -87920.047 eV. The total charge is +1. For the gap between HOMO and LUMO (alpha / beta), the calculation gives 0.3707 / 0.3444 Ha.

[8]
A cluster of 6 separate species, C6H18N6O12 in total at a distorted geometry. Source: OMol25; level of theory: ωB97M-V with the def2-TZVPD basis set.

```
42
Properties=species:S:1:pos:R:3:lowdin_charge:R:1
C -0.6191 -1.6514 -1.4503 0.0672
N -0.3231 -0.5688 -0.4728 -0.4116
O -0.3673 -0.8506 0.6954 0.0720
O -0.0321 0.5246 -0.9247 0.0319
H 0.1565 -1.6099 -2.2078 0.1064
H -1.5962 -1.4410 -1.8747 0.0953
H -0.5679 -2.6009 -0.9366 0.0747
C 2.1644 1.8558 1.2893 0.0387
N 3.0211 1.3031 2.3646 -0.4674
O 4.2070 1.3868 2.2091 0.0823
O 2.4813 0.8434 3.3388 0.0616
H 1.1619 1.4643 1.3679 0.0724
H 2.6473 1.6965 0.3334 0.0947
H 2.1993 2.9336 1.4628 0.1088
C -2.4733 2.0257 -2.7498 0.0308
N -3.7279 1.2297 -2.7330 -0.4469
O -3.7841 0.3387 -1.9018 0.0483
O -4.5990 1.5180 -3.5204 0.0870
H -2.4525 2.6312 -3.6446 0.0928
H -1.6811 1.2815 -2.7722 0.0704
H -2.4123 2.5793 -1.8218 0.1082
C 0.6870 -3.9402 1.5261 0.0186
N 1.6012 -4.4913 0.5032 -0.4332
O 2.4362 -5.2829 0.8662 0.0893
O 1.4301 -4.1157 -0.6571 0.0356
H -0.3161 -4.3039 1.3346 0.1028
H 0.6740 -2.8580 1.5187 0.0680
H 1.0406 -4.2955 2.4860 0.0976
C -0.2929 -1.2679 4.3552 0.0484
N -1.4795 -1.7964 3.6406 -0.4385
O -2.4101 -1.0461 3.4527 0.0804
O -1.4273 -2.9593 3.2668 0.0375
H 0.2341 -0.6723 3.6162 0.0803
H 0.2888 -2.0527 4.8120 0.0979
H -0.6397 -0.5819 5.1245 0.1019
C 0.9147 3.0407 -2.7873 0.0297
N 0.3565 4.1807 -3.5623 -0.4502
O 0.9615 4.4837 -4.5630 0.0772
O -0.6549 4.7167 -3.1686 0.0634
H 1.9898 3.1802 -2.7978 0.0989
H 0.6468 2.1009 -3.2534 0.0920
H 0.5564 3.0713 -1.7639 0.0847
```

The LUMO energy is -0.612 eV. The total energy comes out at -40007.695 eV. As for the SMILES: C[N+](=O)[O-].C[N+](=O)[O-].C[N+](=O)[O-].C[N+](=O)[O-].C[N+](=O)[O-].C[N+](=O)[O-]. For the gap between HOMO and LUMO, the calculation gives 0.3991 Ha.